Entry 1:
{"formula": "C17H28MnO13P", "method": "wB97M-V/def2-TZVPD", "elements": ["Mn", "C", "C", "C", "O", "C", "C", "C", "O", "O", "O", "H", "H", "C", "C", "O", "O", "H", "H", "H", "C", "O", "P", "O", "O", "C", "O", "C", "H", "H", "H", "H", "H", "H", "H", "H", "H", "C", "O", "C", "C", "O", "C", "C", "O", "C", "H", "H", "H", "H", "H", "H", "H", "H", "H", "H", "H", "H", "H", "H"], "coordinates": [[1.51161, -0.22477, -0.14827], [-0.04248, 0.22853, -5.41611], [0.45317, -0.19428, -4.10536], [1.31087, -1.49568, -4.07627], [1.71963, -1.76999, -2.93930], [1.70093, -2.06445, -5.32263], [1.37035, -1.53371, -6.52510], [0.31386, -0.45697, -6.54007], [-0.29068, -0.13913, -7.69044], [1.73983, -2.20475, -7.56465], [0.41900, 0.50473, -3.11312], [-0.83909, 0.95694, -5.45135], [2.27034, -2.98214, -5.32534], [3.70912, -1.27593, 4.37116], [3.18221, -1.22513, 2.91604], [2.08117, -1.75677, 2.60533], [3.74300, -0.50259, 2.06850], [3.01756, -1.39211, 5.20563], [4.29878, -0.39245, 4.61585], [4.42069, -2.09967, 4.42780], [-3.31954, -2.62103, 2.55043], [-3.89950, -2.77189, 1.21997], [-2.95944, -2.89937, -0.07325], [-1.86242, -1.91668, -0.16942], [-2.53267, -4.42485, -0.13496], [-3.40709, -5.44717, 0.16526], [-3.89867, -2.82952, -1.35887], [-4.66057, -1.62966, -1.51577], [-3.79292, -1.76180, 3.02555], [-2.24020, -2.47989, 2.60705], [-3.74562, -3.40105, 3.18139], [-3.09488, -6.11970, 0.96422], [-3.60807, -5.97079, -0.76937], [-4.38549, -5.07045, 0.46345], [-4.86645, -1.56850, -2.58441], [-4.21236, -0.67514, -1.23990], [-5.66070, -1.79889, -1.11679], [-0.47787, 3.86952, 5.07955], [-0.22618, 3.24785, 3.87665], [-0.97830, 3.61445, 2.66922], [-0.56855, 2.65427, 1.44276], [0.86590, 2.53205, 1.07453], [1.40581, 3.64488, 0.38489], [2.81783, 3.38782, 0.02519], [2.91167, 2.15606, -0.70371], [4.22650, 1.89082, -1.33443], [-0.36377, 3.15938, 5.89856], [-1.46266, 4.33352, 5.13425], [0.25800, 4.65693, 5.24261], [-0.93381, 4.67668, 2.42882], [-2.03566, 3.52291, 2.91763], [-1.09726, 3.09838, 0.59935], [-0.92676, 1.65131, 1.67481], [1.42572, 4.58088, 0.94311], [0.80444, 3.72334, -0.52082], [3.34677, 3.23557, 0.96602], [3.25067, 4.31746, -0.34428], [5.03496, 1.58812, -0.66895], [4.67028, 2.72526, -1.87745], [4.10904, 1.13944, -2.11528]], "atomic_forces_ev_per_a": [[0.8, -0.1, -0.6], [0.1, -0.7, 3.8], [0.3, 0.4, -4.0], [0.6, 0.9, -1.2], [0.6, -1.2, 1.5], [0.3, -0.3, 4.4], [-0.5, -2.7, -4.0], [-2.3, 1.6, -6.1], [2.3, -1.4, 3.6], [-0.8, 2.5, 1.6], [-0.7, 1.2, 2.7], [0.2, 0.3, -0.1], [0.2, 0.0, 0.1], [0.9, -0.2, -0.3], [-2.2, 1.1, -0.7], [-0.5, -0.7, 0.6], [1.4, 0.8, -0.3], [-0.5, -0.2, -0.6], [0.0, 0.2, -0.4], [0.0, -0.2, 0.0], [-1.3, 0.5, 0.3], [0.6, 0.1, -0.1], [1.0, 0.4, -0.8], [-0.4, -0.7, 0.8], [1.5, 1.5, 0.4], [-2.0, -1.0, -0.4], [-0.1, 0.3, 1.4], [-1.2, -0.2, -1.6], [0.2, 0.5, -0.5], [-0.1, -0.4, -0.4], [0.7, -0.6, -0.3], [0.6, 0.1, -0.2], [0.2, -0.5, 0.2], [-0.1, 0.2, 0.2], [0.3, 0.1, -0.1], [0.3, -0.4, 0.5], [0.2, 0.3, 0.7], [-0.1, 0.9, 0.4], [-0.1, -0.8, -2.6], [1.2, -1.0, 0.9], [0.7, 1.4, 1.1], [-1.6, -0.3, 1.4], [-0.9, -0.3, -0.8], [0.7, -1.3, 1.4], [1.5, 0.2, -1.2], [-0.3, 0.2, -0.2], [-0.1, -0.2, -0.1], [-0.3, -0.1, 0.0], [0.1, 0.3, 0.1], [0.9, 0.2, -0.1], [-0.3, -0.7, -0.3], [-0.1, -0.3, -0.3], [0.2, 0.1, -0.1], [-0.5, 0.0, 0.3], [0.0, 0.6, -0.3], [0.2, -0.1, 0.3], [0.1, -0.3, -1.2], [-0.5, -0.3, 0.7], [-0.7, 0.7, 0.1], [-0.5, -0.2, 0.3]], "e_above_lowest_kcal_mol": 125.0, "e_tot_ev": -85305.1556, "s2": 8.808, "charge": -1, "lumo_energy_ha": [-0.0005, 0.0041], "spin_multiplicity": 6, "e_homo_ha": [-0.12094, -0.12118], "mol_weight_g_mol": 526.31, "homo_lumo_gap_ev": [3.28, 3.41]}

=====

Entry 2:
{"formula": "C17H28N6O3", "method": "wB97M-V/def2-TZVPD", "elements": ["C", "C", "O", "C", "C", "N", "C", "C", "N", "C", "C", "N", "C", "C", "C", "N", "C", "C", "C", "O", "N", "C", "C", "O", "N", "C", "H", "H", "H", "H", "H", "H", "H", "H", "H", "H", "H", "H", "H", "H", "H", "H", "H", "H", "H", "H", "H", "H", "H", "H", "H", "H", "H", "H"], "coordinates": [[-3.36316, -4.10914, -0.27424], [-2.17865, -4.41469, 0.63682], [-0.96267, -3.79607, 0.25771], [-0.93618, -2.39314, 0.33979], [-1.06481, -1.74742, -1.05545], [-0.85226, -0.32674, -0.99508], [0.20836, 0.42494, -1.38162], [1.47644, -0.09721, -1.98200], [2.64546, 0.02789, -1.13096], [3.05109, 1.40035, -0.88720], [4.39526, 1.40311, -0.16769], [4.27980, 0.69849, 1.09528], [5.50483, 0.75983, 1.86050], [3.86828, -0.66875, 0.84440], [2.52109, -0.67744, 0.12992], [0.02294, 1.71451, -1.14508], [-1.19784, 1.80737, -0.58287], [-1.77929, 0.55407, -0.47290], [-3.09435, 0.36547, 0.05159], [-3.69112, -0.69145, 0.17618], [-3.66538, 1.58145, 0.43149], [-5.01072, 1.54883, 0.98190], [-3.10395, 2.84978, 0.34678], [-3.71501, 3.82926, 0.71422], [-1.83164, 2.93766, -0.17520], [-1.18017, 4.22344, -0.29393], [-4.20630, -4.72862, 0.01973], [-3.66020, -3.06655, -0.19049], [-3.10980, -4.33261, -1.30810], [-1.94807, -5.48293, 0.61180], [-2.42868, -4.13312, 1.67011], [-1.73359, -2.01885, 0.99014], [0.03288, -2.11418, 0.77126], [-2.06969, -1.92691, -1.44374], [-0.33689, -2.20694, -1.72535], [1.36599, -1.15280, -2.24099], [1.67967, 0.46801, -2.89622], [3.14690, 1.90923, -1.84811], [2.31083, 1.94043, -0.27898], [4.69698, 2.43344, 0.03392], [5.15460, 0.93463, -0.81974], [6.35609, 0.29056, 1.34170], [5.35584, 0.25221, 2.81252], [5.74955, 1.80277, 2.05634], [3.77659, -1.18900, 1.80094], [4.60662, -1.20504, 0.22123], [2.22582, -1.71038, -0.07228], [1.76984, -0.20805, 0.78873], [-5.67868, 2.14416, 0.36016], [-5.33362, 0.51072, 1.00100], [-5.00783, 1.96684, 1.98805], [-0.74816, 4.31300, -1.28914], [-0.38469, 4.31059, 0.44729], [-1.92836, 4.99500, -0.12418]], "atomic_forces_ev_per_a": [[0.4, 0.0, 0.2], [-0.2, -0.2, 0.0], [0.1, 0.1, -0.3], [0.1, 0.2, -0.1], [-0.1, -0.9, 0.2], [0.1, 0.5, 0.0], [-0.3, -0.2, 0.1], [0.2, -0.1, -0.1], [0.0, -0.1, 0.0], [0.3, 0.2, 0.1], [-0.2, 0.1, -0.1], [0.0, 0.0, -0.1], [-0.1, 0.0, 0.0], [-0.3, 0.0, 0.1], [0.3, -0.2, 0.1], [0.0, 0.6, 0.0], [-0.2, -1.4, -0.1], [0.2, 0.8, 0.0], [0.3, -0.1, -0.1], [0.0, -0.2, 0.0], [-0.2, 0.0, 0.1], [-0.3, 0.0, 0.1], [0.2, 0.1, -0.1], [-0.2, 0.2, 0.1], [-0.1, 0.1, 0.0], [0.1, 0.3, 0.0], [-0.1, -0.1, 0.0], [-0.1, 0.1, 0.0], [0.0, 0.0, -0.1], [-0.1, 0.1, 0.1], [0.1, -0.1, -0.1], [0.0, 0.0, 0.0], [-0.1, 0.1, 0.0], [0.2, 0.0, 0.0], [-0.1, 0.1, 0.0], [0.0, 0.1, -0.1], [-0.1, -0.1, 0.0], [0.0, 0.1, 0.0], [0.1, 0.0, -0.1], [0.0, 0.0, 0.0], [0.0, 0.0, 0.0], [0.0, 0.0, 0.0], [0.1, 0.0, 0.1], [0.1, 0.0, 0.0], [0.0, 0.0, 0.0], [0.0, 0.0, 0.0], [0.0, 0.0, 0.0], [0.0, -0.1, 0.0], [0.0, 0.0, 0.1], [0.0, 0.1, 0.0], [0.0, 0.0, -0.1], [0.0, 0.0, 0.0], [0.0, 0.0, 0.0], [0.1, -0.1, 0.0]], "e_above_lowest_kcal_mol": 1.0, "e_tot_ev": -33167.6818, "charge": 0, "lumo_energy_ha": 0.0262, "spin_multiplicity": 1, "smiles": "CCOCCn1c(CN2CCN(C)CC2)nc2c1c(=O)n(C)c(=O)n2C", "e_homo_ha": -0.30859, "mol_weight_g_mol": 364.45, "homo_lumo_gap_ev": 9.11}